No. 1
Density functional theory data (ωB97M-V/def2-TZVPD) for a molecular structure, C26H34FeN3O4P2.

XYZ file:
```
70
C26H34FeN3O4P2 | the OMol25 dataset | ωB97M-V/def2-TZVPD
Fe 1.008 -0.722 -0.595
P 2.362 -0.939 1.148
C 3.741 -1.967 0.382
C 3.408 -2.145 -1.127
N 2.255 -1.631 -1.674
C 1.956 -1.750 -3.011
C 2.682 -2.635 -3.814
C 3.773 -3.301 -3.240
C 4.122 -3.052 -1.896
C 0.850 -0.833 -3.561
P 0.832 0.766 -2.541
H 4.953 -3.582 -1.419
H 2.432 -2.733 -4.886
H 4.321 -4.056 -3.818
H 1.008 -0.544 -4.616
H -0.154 -1.302 -3.570
H 4.739 -1.634 0.695
H 3.541 -2.940 0.916
H 5.905 0.777 -1.619
O 6.754 1.041 -1.190
H 6.521 1.531 -0.344
H 3.166 2.651 -1.212
O 3.009 3.043 -0.296
H 3.251 3.984 -0.428
C 1.955 1.789 -3.573
H 1.843 1.465 -4.621
H 1.662 2.850 -3.488
H 3.018 1.680 -3.279
C -0.790 1.560 -2.820
H -0.814 2.456 -2.188
H -0.978 1.916 -3.837
H -1.672 0.976 -2.535
C 1.690 -2.205 2.267
H 2.571 -2.682 2.719
H 1.034 -1.736 3.013
H 1.133 -2.937 1.660
C 3.045 0.419 2.128
H 2.243 0.813 2.768
H 3.864 0.035 2.750
H 3.399 1.236 1.484
O -1.168 -2.578 -0.467
C -1.453 -1.527 0.129
N -2.544 -1.255 0.899
C -2.629 0.128 1.289
C -1.253 0.637 0.871
O -0.769 1.715 1.175
N -0.646 -0.364 0.137
C -3.761 0.797 0.505
C -3.541 1.836 -0.402
C -4.608 2.294 -1.196
C -5.886 1.746 -1.044
C -6.105 0.738 -0.094
C -5.039 0.262 0.673
C -2.761 0.246 2.794
C -3.504 1.280 3.360
C -3.563 1.423 4.750
C -2.862 0.539 5.577
C -2.102 -0.498 5.007
C -2.058 -0.645 3.609
H -3.301 -1.934 0.943
H -2.566 2.312 -0.499
H -4.434 3.083 -1.922
H -6.720 2.107 -1.650
H -7.093 0.312 0.058
H -5.199 -0.524 1.415
H -4.015 1.976 2.705
H -4.148 2.230 5.175
H -2.901 0.651 6.664
H -1.541 -1.190 5.646
H -1.468 -1.459 3.168
```

**2S+1**: 5
**Charge**: +1
**LUMO energy (spin up / spin down)**: -3.1 / -3.6 eV
**HOMO energy (spin up / spin down)**: -10.6 / -11.2 eV

Table of Mulliken atomic charges, one value per atom, all in e: 0.013, 1.145, -1.432, 0.536, 0.362, 0.683, -0.813, -0.415, -0.684, -1.490, 1.035, 0.490, 0.467, 0.413, 0.574, 0.379, 0.525, 0.401, 0.299, -0.620, 0.328, 0.269, -0.578, 0.287, -1.362, 0.355, 0.412, 0.337, -1.527, 0.366, 0.588, 0.343, -1.635, 0.610, 0.227, 0.425, -1.071, 0.348, 0.454, 0.228, -0.741, -0.191, 0.188, 3.483, -1.373, -0.733, 1.121, -0.879, 0.079, -1.096, -0.409, -0.929, -0.092, -0.733, -0.342, -0.936, -0.450, -0.908, -0.108, 0.283, 0.725, 0.445, 0.404, 0.403, 0.378, 0.486, 0.412, 0.391, 0.392, 0.456

No. 2
Density functional theory data (ωB97M-V/def2-TZVPD) for a single BrH2NOS molecule.

XYZ file:
```
6
BrH2NOS | the OMol25 dataset | ωB97M-V/def2-TZVPD
N -0.061 0.609 -0.535
O 0.527 -1.780 -0.333
S -0.730 -0.344 0.586
Br 0.196 0.517 2.423
H 0.600 -0.291 -1.105
H -0.531 1.290 -1.035
```

**LUMO energy**: -1.6 eV
**HOMO energy**: -10.2 eV

Table of Mulliken atomic charges, one value per atom, all in e: -0.439, -0.587, 0.349, -0.015, 0.436, 0.256

No. 3
Density functional theory data (ωB97M-V/def2-TZVPD) for a single C5H9NO2 molecule.

XYZ file:
```
17
C5H9NO2 | the OMol25 dataset | ωB97M-V/def2-TZVPD
C 0.317 0.740 -2.323
C -0.306 0.360 -0.981
C -0.064 -1.060 -0.576
O -0.239 -1.982 -1.348
N 0.248 -1.347 0.717
C 0.577 -0.316 1.696
C -0.563 0.483 2.329
O -1.071 1.447 1.841
H 1.399 0.762 -2.238
H -0.112 1.671 -2.619
H -0.123 0.154 -3.142
H -0.182 1.152 -0.253
H -1.394 0.479 -1.066
H -0.043 -2.244 1.062
H 1.218 0.369 1.122
H 1.207 -0.723 2.477
H -0.867 0.056 3.304
```

**LUMO energy**: 0.4 eV
**HOMO energy**: -9.6 eV
**SMILES string**: CCC(=O)NCC=O

Table of Mulliken atomic charges, one value per atom, all in e: -1.320, -0.083, 0.261, -0.638, -0.144, -0.748, 0.144, -0.435, 0.343, 0.376, 0.289, 0.362, 0.260, 0.255, 0.374, 0.384, 0.321

It is found that the maximum force values, taken in the order of the records, are 3.04, 5.03, 1.72 eV/A.
It is found that the relative energy (zero: lowest compared OMol25 entry of this formula, charge and spin) values, taken in the order of the records, are 22.0, 98.5, 28.7 kcal per mole.